C37H33Co2NO6P as an isolated structure. Source: the OMol25 dataset; level of theory: wB97M-V/def2-TZVPD.

Output
Gap between HOMO and LUMO   4.5 eV
Electronic energy   -5042.68713 hartree
E_HOMO   -2.1508 eV
LUMO energy   2.37 eV

```
! RIJCOSX wB97M-V def2-TZVPD def2/J DEFGRID3
* xyz -1 1
H -0.165 -2.476 -1.604
C -4.539 0.485 0.084
C -3.512 0.108 0.958
C 2.026 0.407 1.863
H 0.002 1.470 5.684
N 1.780 -2.127 -2.312
H 0.096 1.073 3.222
H -0.116 -4.767 -2.088
C -3.588 -1.111 1.653
H -2.712 3.760 2.324
H -6.352 -0.121 -0.905
H 1.095 -4.561 -4.097
C -3.017 5.076 0.641
H -4.275 2.053 5.463
C -5.584 -0.400 -0.184
H 1.948 -3.119 -5.432
H 1.178 -1.529 -2.898
C -0.913 1.509 5.099
H -2.581 4.199 -2.630
H -3.144 6.178 -1.211
H 7.361 -0.217 -1.143
C 2.491 -2.482 -4.710
H 2.869 -0.307 -2.763
C -2.620 4.116 -1.542
C -2.399 2.745 0.440
C 1.733 -4.396 -3.216
H -4.515 1.461 -0.401
C 0.764 2.743 1.214
C -2.943 5.212 -0.748
H 3.469 -3.167 -2.957
C 5.055 -1.333 1.127
H 2.459 -5.211 -3.151
O 4.070 2.851 0.179
C 0.889 -4.351 -1.945
C 0.639 0.990 -1.075
H -4.177 1.662 3.019
H 1.393 -4.917 -1.146
O 1.844 -1.195 -4.720
C 5.234 -0.471 -1.519
C -0.850 1.301 3.720
C -2.722 3.850 1.237
C 3.065 2.307 0.279
C -1.389 -0.411 -1.213
C -2.131 1.769 5.732
C -5.628 -1.642 0.455
C 3.909 -1.295 0.331
C 2.683 -0.578 -1.695
H -2.142 2.002 -1.585
C 6.388 -0.514 -0.726
C -4.641 -1.991 1.388
H 3.541 -2.332 -5.019
Co -0.442 0.059 0.199
H -2.816 -1.383 2.384
O 0.387 3.686 1.782
C 1.840 0.327 -1.007
C 6.283 -0.905 0.614
Co 1.543 1.390 0.423
H -2.182 1.911 6.815
P -1.980 1.108 1.167
H -6.433 -2.343 0.234
C 3.984 -0.835 -0.974
O -2.056 -0.715 -2.123
O 0.085 -1.947 2.169
H 2.936 -1.590 0.729
C 2.444 -3.070 -3.308
C -0.081 -1.104 1.389
H 7.180 -0.912 1.244
H 5.321 -0.110 -2.549
C -2.361 2.874 -0.960
C -3.312 1.845 4.979
C 0.836 -2.900 -1.480
C -2.024 1.371 2.964
H -4.676 -2.951 1.910
O 2.488 -0.038 2.833
H 1.089 -2.750 -0.434
H -3.274 5.930 1.270
H 0.291 1.601 -1.883
H 4.973 -1.678 2.153
C -3.252 1.635 3.597
H 1.881 -0.812 -5.615
*
```

Mulliken population analysis, charges in e, atoms 1 to 5: -0.20 -0.01 0.01 0.03 0.45